1.
A structure of composition C12H16Br12O4 in a non-equilibrium geometry, computed with wB97M-V/def2-TZVPD.

Geometry as XYZ:
```
44
Properties=species:S:1:pos:R:3:forces:R:3:lowdin_charge:R:1
O -28.713 -22.446 6.657 1.21 0.71 -0.73 0.13
C -28.958 -23.536 7.064 0.28 0.75 -1.71 -0.53
O -29.995 -23.645 7.871 -1.39 -0.83 1.97 0.04
C -30.077 -24.980 8.358 -0.18 -1.19 -1.11 -0.18
C -29.476 -25.778 7.195 0.06 -1.69 2.21 -0.17
C -28.334 -24.896 6.725 -1.83 -0.05 0.47 -0.05
H -31.076 -25.396 8.493 -0.32 0.99 0.25 0.13
H -29.522 -25.131 9.284 0.04 0.31 0.00 0.04
H -30.280 -26.151 6.560 0.31 0.78 -0.76 0.12
H -29.142 -26.695 7.680 0.45 -0.29 -0.28 0.11
H -28.148 -25.118 5.674 0.74 0.75 0.25 0.13
H -27.540 -24.995 7.465 0.55 -0.28 -0.60 0.10
O -25.245 -27.889 18.088 1.03 -0.85 0.11 0.11
C -24.406 -27.573 17.278 -1.18 -0.04 2.26 -0.51
O -24.796 -26.793 16.304 -0.91 0.62 -1.08 0.04
C -23.724 -26.311 15.530 -1.18 -0.32 -1.56 -0.26
C -22.500 -26.614 16.308 0.47 1.40 0.96 -0.19
C -22.908 -27.768 17.234 0.26 0.19 -1.11 -0.04
H -23.958 -25.256 15.385 0.42 -0.24 -0.23 0.04
H -23.790 -26.837 14.577 0.24 0.07 -0.27 0.07
H -22.455 -25.681 16.871 0.87 -0.11 0.65 0.12
H -21.605 -26.662 15.688 -0.19 -0.48 0.39 0.03
H -22.429 -27.762 18.213 -0.19 -0.24 -0.20 0.13
H -22.728 -28.675 16.657 0.13 -0.45 0.48 0.13
C -22.191 -23.325 8.125 0.01 0.39 0.02 -1.43
Br -21.072 -23.518 6.484 -0.94 -0.33 1.21 0.55
Br -21.977 -24.720 9.566 -0.35 0.56 -1.72 0.54
Br -24.103 -22.868 7.696 1.47 -0.66 0.36 0.55
H -21.766 -22.431 8.581 -0.34 -0.24 -0.01 -0.05
C -25.349 -24.443 11.026 -1.23 -0.12 0.26 -1.43
Br -25.153 -25.976 12.298 0.16 1.24 -1.19 0.60
Br -24.569 -22.795 11.759 -0.89 -0.89 -0.54 0.57
Br -27.323 -24.370 10.517 1.52 0.37 0.60 0.60
H -24.909 -24.575 10.037 0.32 -0.42 0.55 -0.10
C -23.157 -19.342 13.170 -0.04 1.20 0.38 -1.46
Br -22.829 -19.486 15.113 -0.48 0.27 -0.94 0.51
Br -21.471 -18.701 12.344 -1.16 -0.53 0.22 0.50
Br -24.699 -18.085 12.682 1.44 -1.23 0.57 0.49
H -23.448 -20.341 12.845 0.28 0.36 -0.19 -0.10
C -21.574 -23.986 13.120 0.08 0.24 0.78 -1.45
Br -20.693 -22.591 12.027 -0.45 -0.80 1.02 0.52
Br -22.609 -23.158 14.641 1.23 -0.31 -0.96 0.55
Br -20.323 -25.403 13.769 -0.66 1.24 -0.69 0.61
H -22.346 -24.492 12.539 0.34 0.18 -0.08 -0.11
```
Positions in Å, forces in eV/Å.

Values from the calculation:
* molar mass: 1183.1 g/mol
* largest force on an atom: 2.78 eV/A
* frontier orbital gap: 8.8 eV
* multiplicity: 1
* LUMO: -1.31 eV
* relative energy (zero: lowest compared OMol25 entry of this formula, charge and spin): 2.4 kcal per mole
* E: -861400.198 eV
* HOMO level: -10.1 eV

---

2.
A structure of composition C12H16Cl2HfN2O2P in a non-equilibrium geometry, computed with wB97M-V/def2-TZVPD.

Geometry as XYZ:
```
36
Properties=species:S:1:pos:R:3:forces:R:3:lowdin_charge:R:1
C 1.171 2.381 1.797 -1.12 0.52 0.03 0.00
C 1.605 1.226 0.945 6.67 -0.35 0.28 -0.21
H 2.054 3.006 1.924 0.33 -0.04 0.11 0.14
H 0.796 1.982 2.753 0.18 0.04 -0.15 0.13
H 0.355 2.956 1.331 0.32 -0.35 0.24 0.06
O 2.693 0.735 0.785 -5.36 1.44 0.16 0.27
Cl -1.852 1.154 1.456 0.39 0.00 -0.38 0.22
Hf -0.419 0.064 -0.029 -3.31 -2.59 1.95 0.75
P -0.425 1.869 -1.819 -0.20 2.28 -2.16 0.73
C 0.667 1.603 -3.207 0.38 -0.40 0.32 -0.20
C -2.125 1.694 -2.443 -0.27 -0.57 0.41 -0.23
H -0.923 3.754 -0.417 -0.05 0.14 -0.22 0.07
H -0.451 4.187 -2.102 0.04 0.26 0.06 0.10
H 0.798 3.694 -0.900 -0.06 0.29 -0.20 0.07
C -0.231 3.555 -1.240 0.24 -0.28 0.48 -0.20
H -2.825 1.461 -1.630 -0.01 0.29 -0.27 0.05
H -2.395 2.641 -2.918 0.04 0.12 0.04 0.10
H 0.449 2.403 -3.920 0.12 -0.05 -0.19 0.10
H 0.475 0.617 -3.640 -0.01 0.20 -0.19 0.08
H -2.153 0.863 -3.156 0.04 0.25 0.07 0.06
H 1.704 1.651 -2.866 0.02 0.18 -0.29 0.07
C 1.409 -0.748 -1.310 2.57 -1.90 -2.11 -0.09
O 2.165 -1.323 -1.928 -1.65 1.47 1.40 0.26
Cl -1.805 -1.192 -1.368 0.08 0.21 -0.17 0.35
N -0.208 -6.344 3.651 0.06 2.68 -1.56 0.28
C -0.184 -5.321 3.067 -0.15 -2.32 1.44 -0.09
C -0.131 -4.063 2.374 0.05 -0.90 0.95 -0.13
C -0.171 -2.875 3.116 0.05 0.59 0.41 0.07
C -0.067 -1.673 2.450 0.02 -1.12 -0.37 -0.08
N 0.084 -1.701 1.094 0.42 0.44 -0.61 -0.16
C 0.121 -2.862 0.356 -0.18 0.16 0.88 -0.13
C -0.002 -4.068 0.992 0.27 0.32 -1.01 0.06
H -0.270 -2.887 4.202 0.00 -0.12 -0.30 0.16
H -0.114 -0.700 2.950 0.02 -0.46 -0.16 0.11
H 0.176 -2.774 -0.738 0.10 -0.25 0.80 0.08
H 0.031 -4.963 0.386 -0.06 -0.20 0.30 0.16
```
Positions in Å, forces in eV/Å.

Values from the calculation:
* molar mass: 500.6 g/mol
* net charge: +3
* largest force on an atom: 6.69 eV/A
* frontier orbital gap (alpha / beta): 5.3 / 3.4 eV
* multiplicity: 1
* LUMO (alpha / beta): -14.48 / -16.17 eV
* relative energy (zero: lowest compared OMol25 entry of this formula, charge and spin): 41.1 kcal per mole
* E: -55388.601 eV
* HOMO level (alpha / beta): -19.8 / -19.6 eV

---

3.
A structure of composition C12H16Cl3IrN3O in a non-equilibrium geometry, computed with wB97M-V/def2-TZVPD.

Geometry as XYZ:
```
36
Properties=species:S:1:pos:R:3:forces:R:3:lowdin_charge:R:1
C -1.253 -0.582 -0.988 -0.55 0.93 -0.42 -0.39
C -0.202 -0.264 -1.891 -0.89 0.79 -0.22 -0.36
C 0.304 1.021 -1.559 -1.03 0.36 -0.24 -0.37
C 0.240 -1.093 -3.041 0.03 -0.08 -0.10 -0.09
C -0.413 1.511 -0.400 -0.67 -0.23 -1.29 -0.41
C -1.380 0.506 -0.029 -0.39 0.13 -1.71 -0.41
C -2.469 0.702 0.973 0.02 -0.17 0.12 -0.07
C -2.159 -1.757 -1.111 0.02 -0.11 0.01 -0.11
C 1.326 1.763 -2.344 0.17 0.05 -0.08 -0.11
C -0.336 2.883 0.183 0.20 -0.03 -0.05 -0.09
Ir 0.587 -0.291 0.433 -0.46 1.73 0.12 0.83
Cl 2.054 -1.894 -0.439 1.45 -1.97 -2.12 -0.10
Cl -0.482 -2.064 1.470 -2.44 -2.98 1.75 0.01
Cl 2.471 1.179 0.463 2.44 2.53 -0.37 -0.01
H 0.076 -2.154 -2.841 0.16 0.06 -0.01 0.06
H 1.299 -0.932 -3.255 -0.06 -0.14 0.08 0.06
H -0.327 -0.829 -3.940 -0.07 0.01 -0.15 0.07
H 2.176 1.112 -2.579 -0.02 0.19 0.14 0.07
H 1.690 2.635 -1.793 0.05 -0.23 -0.09 0.04
H 0.900 2.110 -3.295 -0.04 0.00 -0.06 0.07
H 0.710 3.203 0.220 -0.17 0.00 0.19 0.03
H -0.763 2.872 1.191 0.22 0.20 -0.09 0.06
H -0.903 3.604 -0.425 0.01 -0.09 0.08 0.07
H -2.117 1.397 1.747 -0.25 -0.26 0.00 0.07
H -2.741 -0.252 1.442 0.10 0.28 0.02 0.03
H -3.361 1.142 0.498 0.14 -0.07 0.10 0.08
H -1.576 -2.670 -1.280 -0.18 0.06 0.18 0.07
H -2.829 -1.620 -1.971 -0.04 -0.03 -0.01 0.07
H -2.765 -1.875 -0.207 0.18 -0.13 -0.18 0.05
O -2.680 -1.508 3.863 -0.43 0.12 0.63 -0.08
H -2.794 -1.277 4.819 0.39 -0.14 -0.72 0.00
N 1.684 -0.727 1.969 3.03 -1.01 4.92 -0.37
C 2.526 -1.142 2.674 -1.88 1.13 -1.69 -0.39
N 3.283 -1.696 3.508 1.34 -1.19 1.59 0.07
C 4.545 -1.546 3.803 1.40 0.53 -0.01 -0.44
N 5.678 -1.466 4.128 -1.75 -0.24 -0.35 0.01
```
Positions in Å, forces in eV/Å.

Values from the calculation:
* molar mass: 516.9 g/mol
* net charge: -2
* largest force on an atom: 5.86 eV/A
* frontier orbital gap (alpha / beta): 4.1 / 4.4 eV
* multiplicity: 6
* LUMO (alpha / beta): 4.91 / 3.02 eV
* E: -59623.299 eV
* ⟨S²⟩: 8.77
* HOMO level (alpha / beta): 0.8 / -1.3 eV

---

> Which of these has the lowest E?

C12H16Br12O4